{"formula": "C15H18BCoF4N4O3SSi", "method": "the ωB97M-V functional and the def2-TZVPD basis", "symbols": ["Co", "C", "C", "C", "C", "C", "C", "Si", "C", "C", "C", "C", "C", "C", "H", "H", "H", "H", "H", "H", "H", "H", "H", "H", "H", "C", "S", "O", "O", "O", "H", "H", "H", "F", "B", "F", "F", "F", "N", "C", "N", "N", "C", "N", "H", "H", "H", "H"], "xyz": [[0.997, -0.546, -0.187], [-3.245, -3.726, 3.276], [-3.407, -2.905, 2.167], [-2.409, -2.014, 1.812], [-1.235, -1.924, 2.571], [-1.081, -2.769, 3.675], [-2.082, -3.661, 4.028], [0.108, -0.725, 2.195], [-0.309, 1.061, 1.967], [-1.410, 1.521, 1.232], [-1.662, 2.878, 1.120], [-0.812, 3.797, 1.721], [0.295, 3.361, 2.436], [0.550, 2.005, 2.552], [-4.025, -4.424, 3.550], [-4.308, -2.967, 1.571], [-2.545, -1.403, 0.929], [-0.173, -2.728, 4.265], [-1.954, -4.308, 4.886], [1.190, -0.817, 3.193], [-2.071, 0.826, 0.731], [-2.519, 3.218, 0.554], [-1.010, 4.857, 1.630], [0.959, 4.078, 2.900], [1.423, 1.672, 3.100], [4.366, -1.381, -1.682], [3.235, -1.914, -0.451], [3.742, -3.109, 0.138], [1.909, -2.049, -1.153], [3.017, -0.754, 0.462], [4.307, -2.082, -2.512], [5.363, -1.394, -1.248], [4.098, -0.378, -2.002], [-2.332, -1.877, -2.453], [-1.997, -0.682, -1.899], [-2.932, -0.201, -1.006], [-1.702, 0.293, -2.873], [-0.728, -0.870, -1.147], [0.215, 1.465, -4.425], [1.155, 2.381, -4.192], [1.593, 3.131, -5.220], [1.732, 2.609, -3.024], [1.437, 1.870, -1.999], [1.256, 1.295, -1.008], [-0.211, 1.411, -5.334], [-0.304, 1.006, -3.677], [1.191, 3.078, -6.136], [2.321, 3.796, -5.035]], "forces_ev_per_a": [[0.424, 0.269, -0.181], [-0.044, -0.011, -0.015], [0.022, -0.024, 0.026], [0.045, -0.023, 0.011], [-0.195, -0.110, -0.036], [-0.030, -0.036, 0.009], [0.043, 0.016, -0.020], [-0.054, -0.039, 0.409], [-0.030, 0.259, -0.003], [-0.017, -0.009, 0.020], [0.029, -0.011, -0.007], [-0.013, 0.042, -0.005], [0.020, -0.048, -0.016], [0.004, 0.023, -0.094], [-0.009, -0.001, -0.003], [-0.009, 0.004, -0.009], [-0.003, 0.031, 0.000], [0.007, 0.014, 0.008], [0.012, 0.004, 0.009], [0.076, -0.088, -0.012], [0.002, -0.006, 0.037], [-0.010, -0.005, -0.008], [-0.007, 0.005, -0.005], [0.008, -0.002, 0.006], [0.001, -0.014, 0.028], [0.175, 0.064, -0.146], [-0.431, 0.084, 0.040], [0.006, -0.019, 0.031], [0.224, -0.105, 0.034], [0.072, -0.083, 0.024], [0.014, -0.025, 0.012], [0.003, 0.028, 0.013], [-0.038, 0.007, -0.016], [-0.003, -0.068, -0.037], [0.021, 0.137, -0.082], [-0.062, -0.020, 0.053], [0.026, 0.019, -0.031], [-0.204, -0.108, 0.034], [-0.075, 0.021, -0.022], [-0.006, 0.037, -0.133], [-0.009, -0.032, 0.045], [0.008, -0.079, 0.094], [0.055, 0.267, 0.072], [-0.104, -0.369, -0.162], [0.015, -0.018, -0.008], [0.051, 0.018, 0.032], [-0.017, -0.006, -0.002], [0.008, 0.010, 0.000]], "spin_multiplicity": 5, "total_energy_ha": -3522.17417, "relative_energy_kcal_mol": 0.0, "orbital_gap_ev": [7.807, 7.725], "lumo_energy_ha": [0.0046, -0.0602]}

***

{"formula": "C15H18Ca2F6N3O6", "method": "the ωB97M-V functional and the def2-TZVPD basis", "symbols": ["C", "C", "N", "N", "C", "O", "C", "C", "C", "C", "C", "C", "C", "O", "H", "H", "H", "H", "H", "H", "H", "H", "H", "H", "F", "Ca", "C", "C", "O", "C", "O", "C", "F", "F", "F", "H", "H", "H", "H", "H", "C", "N", "O", "O", "H", "H", "H", "F", "Ca", "F"], "xyz": [[-3.897, -0.402, -2.514], [-2.570, -1.400, -2.712], [-2.125, -1.770, -1.316], [-0.812, -1.416, -1.051], [-0.433, 0.046, -1.136], [0.011, 0.641, -2.274], [-0.651, 0.736, 0.334], [-0.656, 2.291, 0.849], [-0.973, 2.540, 2.471], [-1.269, 1.286, 3.533], [-1.216, -0.291, 2.989], [-0.901, -0.489, 1.393], [-0.750, -1.812, 0.439], [-0.599, -3.106, 0.789], [-4.646, -1.034, -1.844], [-3.516, 0.475, -1.823], [-4.363, -0.051, -3.528], [-1.743, -0.934, -3.395], [-2.983, -2.400, -3.207], [-2.776, -1.430, -0.575], [-0.441, 3.164, 0.095], [-1.005, 3.624, 2.949], [-1.520, 1.457, 4.673], [-1.415, -1.229, 3.659], [0.529, 1.417, 5.465], [1.326, 2.175, -2.260], [3.583, -2.537, 1.281], [2.707, -2.216, 2.478], [3.002, -3.100, 3.570], [4.091, -2.772, 4.336], [4.801, -1.791, 4.131], [4.257, -3.763, 5.487], [4.115, -5.061, 5.090], [3.335, -3.565, 6.472], [5.478, -3.684, 6.087], [3.487, -3.591, 1.005], [3.307, -1.919, 0.422], [4.640, -2.363, 1.507], [1.657, -2.375, 2.215], [2.808, -1.169, 2.784], [-2.436, 5.020, -5.270], [-1.379, 4.134, -4.713], [-0.961, 3.225, -5.440], [-0.998, 4.376, -3.562], [-2.673, 4.693, -6.284], [-3.312, 4.935, -4.623], [-2.044, 6.039, -5.275], [-1.682, 3.427, -7.405], [-2.919, 4.885, -7.883], [6.529, -2.916, 1.584]], "forces_ev_per_a": [[1.130, -0.762, 0.834], [-2.297, -0.497, -0.565], [-1.687, 0.472, -2.040], [2.230, 1.714, 2.648], [-0.995, 1.681, 2.926], [-1.913, -2.259, 3.459], [0.020, -0.717, 0.546], [-0.642, -2.789, 3.754], [0.318, -2.795, -2.086], [1.466, -1.344, -2.614], [0.873, 2.693, -4.098], [-0.179, 2.142, 0.848], [1.384, -5.690, 2.753], [-1.185, 9.158, -2.313], [1.294, 1.459, -1.697], [-0.958, -1.382, -1.586], [0.825, -0.676, 2.107], [-1.461, -0.918, 1.640], [1.111, 2.196, 0.802], [0.541, 0.153, -0.959], [-0.656, -1.584, 1.766], [0.147, -2.574, -1.354], [0.793, -0.140, -2.492], [0.547, 2.150, -1.356], [-1.125, -0.003, -1.195], [0.307, 0.335, 0.218], [0.093, -0.133, 0.245], [-0.011, 0.328, -0.651], [0.917, 0.048, 1.260], [0.466, 2.787, -2.220], [-1.727, -2.677, 1.085], [0.717, -1.665, 1.691], [0.013, 1.196, -0.017], [0.479, 0.189, -0.948], [-1.214, 0.307, -0.915], [-0.070, 0.164, -0.008], [-0.114, 0.064, -0.046], [0.327, -0.094, -0.057], [0.052, -0.266, 0.397], [0.175, -0.214, 0.179], [-0.315, 0.401, 0.448], [1.475, -2.311, -0.723], [-0.091, 1.756, 3.862], [-0.318, -0.091, -1.046], [1.003, -0.766, 4.769], [0.128, 0.149, -0.049], [-0.080, 0.001, 0.192], [-1.424, 1.013, -2.615], [-0.137, -0.317, -4.662], [-0.234, 0.107, -0.118]], "total_energy_ha": -3151.36757, "charge": 1, "orbital_gap_ev": 0.991, "lumo_energy_ha": -0.2464}

***

{"formula": "C15H18Cl2N2O2V", "method": "the ωB97M-V functional and the def2-TZVPD basis", "symbols": ["C", "C", "H", "H", "H", "H", "H", "H", "C", "C", "C", "C", "H", "H", "H", "H", "N", "C", "C", "N", "C", "C", "C", "H", "H", "C", "H", "H", "V", "C", "H", "H", "H", "Cl", "C", "Cl", "C", "O", "O", "H"], "xyz": [[-0.233, 1.432, 1.445], [-0.244, -1.333, 1.535], [0.769, 1.781, 1.700], [-0.739, 1.035, 2.326], [-0.840, 2.230, 1.006], [0.047, -2.312, 1.142], [0.435, -1.056, 2.342], [-1.280, -1.346, 1.879], [0.488, 2.648, -1.604], [0.846, 3.446, -2.684], [1.079, 2.834, -3.914], [0.945, 1.455, -4.016], [0.314, 3.068, -0.620], [0.948, 4.518, -2.556], [1.368, 3.420, -4.781], [1.138, 0.961, -4.961], [0.354, 1.320, -1.702], [0.580, 0.711, -2.889], [0.447, -0.759, -2.905], [0.180, -1.352, -1.716], [0.059, -2.683, -1.659], [0.477, -2.905, -4.002], [0.202, -3.501, -2.773], [-0.151, -3.095, -0.678], [0.102, -4.576, -2.673], [0.597, -1.523, -4.067], [0.806, -1.042, -5.016], [0.596, -3.507, -4.898], [0.000, 0.000, 0.000], [-2.066, 0.033, -0.189], [-2.401, -1.003, -0.291], [-2.300, 0.604, -1.092], [-2.522, 0.495, 0.688], [3.048, 2.780, 1.461], [3.280, 1.090, 1.994], [2.334, 0.661, 3.444], [3.126, 0.107, 0.862], [4.228, -0.492, 0.472], [2.018, -0.210, 0.194], [4.339, 1.059, 2.328]], "forces_ev_per_a": [[-0.917, 2.274, 2.885], [-0.054, -0.412, 1.052], [-0.102, -0.394, -0.384], [0.089, 0.027, -0.186], [-0.011, -0.328, -0.267], [0.025, 0.018, 0.086], [-0.103, -0.247, 0.111], [0.152, -0.067, 0.067], [0.085, -0.270, -0.343], [0.000, -0.146, -0.065], [-0.100, -0.097, 0.347], [-0.060, -0.085, 0.204], [0.031, 0.013, -0.134], [-0.014, -0.152, -0.023], [-0.042, -0.075, 0.118], [-0.027, 0.094, 0.132], [0.212, 0.206, -0.779], [0.109, 0.899, 0.172], [-0.094, -1.046, 0.159], [0.101, 0.032, -0.542], [0.089, 0.281, -0.215], [-0.064, 0.063, 0.345], [0.032, 0.215, -0.151], [0.012, 0.037, -0.164], [0.016, 0.158, -0.015], [-0.042, 0.124, 0.218], [-0.029, -0.095, 0.118], [-0.015, 0.081, 0.121], [1.216, -1.603, -2.296], [-0.084, 0.431, -0.129], [-0.085, 0.057, -0.054], [-0.325, -0.013, -0.036], [-0.309, -0.077, -0.144], [-0.226, -0.062, -0.025], [1.248, 0.114, 0.752], [-0.009, 0.130, -0.198], [2.427, -4.610, -4.697], [-3.800, 2.898, 2.319], [1.572, 1.774, 2.078], [-0.904, -0.147, -0.438]], "spin_multiplicity": 4, "total_energy_ha": -2706.63395, "relative_energy_kcal_mol": 71.2, "orbital_gap_ev": [7.021, 5.993], "lumo_energy_ha": [-0.0321, -0.0764]}

***

{"formula": "C15H18Cl3GeN3O9Pt", "method": "the ωB97M-V functional and the def2-TZVPD basis", "symbols": ["Pt", "Cl", "Ge", "Cl", "Cl", "O", "C", "O", "C", "N", "C", "C", "C", "H", "H", "H", "H", "H", "H", "H", "H", "H", "O", "C", "O", "C", "C", "C", "C", "C", "C", "N", "O", "O", "N", "O", "O", "H", "H", "H", "C", "O", "C", "C", "H", "H", "H", "H", "H", "H"], "xyz": [[-1.762, 0.213, 0.171], [-3.332, -2.540, 2.413], [-3.069, -1.755, 0.338], [-2.374, -3.523, -0.725], [-5.137, -1.518, -0.343], [1.097, -2.999, 1.080], [1.518, -2.458, 0.091], [0.776, -1.713, -0.717], [2.984, -2.588, -0.349], [3.222, -1.815, -1.582], [3.673, -2.724, -2.651], [3.120, -4.076, -2.220], [3.319, -4.043, -0.704], [3.585, -2.228, 0.487], [3.841, -1.032, -1.438], [1.393, -1.413, -1.422], [4.766, -2.766, -2.713], [3.289, -2.397, -3.618], [3.631, -4.908, -2.703], [2.057, -4.142, -2.461], [4.361, -4.254, -0.456], [2.689, -4.742, -0.157], [-2.028, 1.151, -3.765], [-1.828, 1.044, -2.571], [-1.956, -0.043, -1.871], [-1.423, 2.225, -1.707], [-0.546, 1.922, -0.631], [-0.169, 3.015, 0.217], [-0.742, 4.269, 0.065], [-1.622, 4.477, -0.963], [-1.962, 3.465, -1.880], [-2.211, 5.805, -1.116], [-1.880, 6.682, -0.333], [-2.971, 5.983, -2.052], [0.803, 2.831, 1.231], [1.320, 1.717, 1.338], [1.057, 3.758, 2.010], [0.182, 1.116, -0.744], [-0.474, 5.073, 0.734], [-2.649, 3.663, -2.690], [-2.449, 0.622, 4.260], [-2.450, 0.795, 2.831], [-1.524, 0.276, 2.074], [-0.385, -0.398, 2.742], [-1.639, 1.186, 4.720], [-2.374, -0.435, 4.506], [-3.404, 1.013, 4.595], [-0.103, 0.062, 3.689], [0.467, -0.411, 2.076], [-0.685, -1.439, 2.912]], "forces_ev_per_a": [[0.147, 0.048, -0.065], [-0.074, -0.015, -0.138], [-0.113, -0.074, 0.233], [-0.098, 0.080, 0.070], [0.141, -0.112, 0.092], [-0.003, 0.058, 0.034], [0.064, -0.039, -0.063], [-0.067, -0.003, 0.136], [-0.023, 0.042, -0.039], [0.009, -0.083, -0.021], [-0.024, 0.037, 0.030], [-0.012, 0.001, 0.020], [-0.007, -0.038, -0.002], [0.005, 0.009, 0.012], [0.015, 0.011, 0.002], [-0.020, 0.025, -0.052], [0.014, 0.002, 0.009], [0.001, 0.011, -0.006], [-0.004, -0.002, 0.005], [0.007, 0.013, 0.006], [0.005, 0.005, -0.009], [0.008, 0.008, 0.002], [0.117, 0.064, 0.087], [-0.286, 0.106, 0.012], [0.050, 0.005, -0.300], [-0.215, -0.122, -0.505], [0.440, -0.171, 0.740], [0.008, 0.203, -0.081], [0.291, 0.062, 0.353], [-0.260, 0.284, -0.026], [-0.173, -0.145, -0.240], [0.406, -0.147, -0.163], [-0.082, 0.012, 0.126], [-0.141, -0.028, 0.012], [-0.365, 0.234, 0.286], [0.161, -0.281, -0.173], [0.042, 0.030, -0.151], [0.139, 0.112, -0.142], [-0.014, -0.022, -0.001], [0.019, -0.045, 0.004], [0.019, -0.004, 0.017], [-0.048, 0.111, -0.012], [-0.270, -0.162, -0.058], [0.119, -0.075, 0.049], [0.022, 0.021, -0.026], [-0.002, -0.013, -0.006], [-0.017, 0.008, -0.031], [0.022, -0.021, -0.001], [0.071, -0.031, -0.075], [-0.026, 0.031, 0.050]], "spin_multiplicity": 2, "total_energy_ha": -5000.69706, "relative_energy_kcal_mol": 0.0, "charge": -1, "orbital_gap_ev": [5.576, 7.680], "lumo_energy_ha": [0.0652, 0.0429]}